Record 1
Entry from the Open Molecules 2025 dataset: a molecular structure, C11H14N4O5S3SbV (wB97M-V/def2-TZVPD).

total charge = -2
2S+1 = 3
energy = -92571.547 eV
⟨S²⟩ = 2.0171
orbital gap (alpha / beta) = 6.2 / 6.4 eV

Cartesian coordinates (Å):
V: -0.33 -0.06 0.08
N: -0.39 2.13 0.14
C: -0.77 2.52 1.51
C: 0.01 1.64 2.48
O: 0.47 2.13 3.52
N: 0.14 0.39 2.03
C: 1.29 -0.36 2.48
C: 2.30 -0.40 1.31
O: 3.45 -0.80 1.49
O: 1.78 -0.07 0.17
H: 0.56 2.39 -0.08
H: -1.01 2.48 -0.57
H: -1.84 2.33 1.62
H: -0.56 3.57 1.74
H: 1.02 -1.40 2.68
H: 1.75 0.04 3.38
S: -3.21 -2.62 -2.38
Sb: -2.81 -0.32 -2.05
S: -0.39 -0.02 -2.32
S: -2.72 -0.04 0.37
O: -5.64 -4.58 1.13
C: -4.82 -5.21 0.15
N: -3.53 -4.63 0.05
C: -2.42 -5.20 0.58
O: -2.38 -6.30 1.12
C: -1.18 -4.39 0.34
C: 0.01 -5.00 0.00
C: 1.10 -4.21 -0.31
C: 0.97 -2.84 -0.26
N: -0.16 -2.23 0.13
C: -1.22 -3.00 0.40
H: -5.55 -3.63 1.00
H: -5.30 -5.13 -0.84
H: -4.73 -6.26 0.44
H: -3.40 -3.87 -0.65
H: 0.06 -6.09 -0.03
H: 2.04 -4.65 -0.61
H: 1.79 -2.18 -0.51
H: -2.12 -2.47 0.67

Record 2
Entry from the Open Molecules 2025 dataset: 2 unconnected molecules or ions with the total composition C11H14N4O6S at a distorted geometry (wB97M-V/def2-TZVPD).

energy = -40704.808 eV
orbital gap = 5.4 eV

Cartesian coordinates (Å):
C: 0.18 -3.64 2.21
C: -0.55 -3.51 0.92
O: -0.30 -2.17 0.44
C: -0.97 -1.94 -0.72
C: -0.78 -0.60 -1.30
S: -1.48 -0.35 -2.81
C: -3.23 -0.82 -2.55
C: -1.67 1.46 -2.93
O: -1.70 -2.81 -1.22
H: -0.06 -4.58 2.69
H: 1.26 -3.60 2.05
H: -0.09 -2.82 2.89
H: -0.20 -4.24 0.18
H: -1.62 -3.67 1.09
H: 0.07 -0.01 -0.95
H: -3.27 -1.91 -2.47
H: -3.53 -0.35 -1.62
H: -3.84 -0.46 -3.39
H: -0.67 1.88 -3.04
H: -2.28 1.70 -3.80
H: -2.15 1.78 -2.00
O: -0.55 1.22 3.29
N: 0.07 2.29 3.05
C: 0.97 2.36 1.95
C: 1.18 1.26 1.10
C: 2.22 1.47 0.23
N: 2.86 0.60 -0.65
O: 2.68 -0.56 -0.95
O: 3.91 1.34 -1.27
N: 3.96 2.64 -0.77
C: 2.97 2.70 0.17
N: 2.73 3.75 0.95
C: 1.74 3.57 1.82
O: -0.06 3.32 3.76
H: 0.67 0.31 1.18
H: 1.51 4.40 2.49

Record 3
Entry from the Open Molecules 2025 dataset: a gas-phase ion, C11H14NO (charge -1) at a distorted geometry (wB97M-V/def2-TZVPD).

total charge = -1
energy = -15168.139 eV
orbital gap = 5.7 eV

Cartesian coordinates (Å):
C: 1.33 0.62 2.57
C: 1.97 -0.66 2.57
C: 0.43 0.87 1.55
C: 1.61 -1.66 1.67
C: 0.19 0.01 0.50
C: 0.78 -1.36 0.59
C: -0.28 1.81 -0.96
C: -0.71 0.44 -0.70
C: -1.08 2.69 -1.54
C: -0.36 -0.21 -2.07
C: -2.22 0.16 -0.44
N: 0.50 -2.21 -0.37
O: 1.34 -3.43 -0.26
H: 1.70 1.48 3.26
H: 2.55 -0.93 3.35
H: -0.07 1.84 1.64
H: 2.34 -2.57 1.67
H: 0.74 1.93 -0.67
H: -2.17 2.36 -1.69
H: -0.96 3.78 -1.52
H: 0.79 -4.03 -0.86
H: -0.84 0.24 -2.95
H: -0.51 -1.34 -1.98
H: 0.68 -0.09 -2.34
H: -2.21 -0.92 0.10
H: -2.84 0.13 -1.39
H: -2.68 1.04 0.26

Record 4
Entry from the Open Molecules 2025 dataset: a gas-phase ion, C11H14NOS (charge +1) at a distorted geometry (wB97M-V/def2-TZVPD).

total charge = +1
energy = -25995.595 eV
orbital gap = 10.1 eV

Cartesian coordinates (Å):
C: -2.74 -1.02 -2.28
C: -3.05 -1.03 -0.92
C: -1.42 -1.01 -2.67
C: -2.02 -1.11 0.08
C: -0.43 -1.13 -1.74
C: -0.75 -1.07 -0.32
C: -0.46 2.92 0.67
C: 0.07 1.86 0.05
C: 0.98 1.08 0.97
C: 1.97 0.04 0.29
C: 3.42 -0.21 1.17
N: 0.31 0.12 1.88
O: 0.88 -2.29 1.43
S: 0.64 -1.06 0.81
H: -3.48 -0.92 -3.12
H: -4.03 -1.17 -0.48
H: -1.23 -0.97 -3.74
H: -2.19 -1.29 1.21
H: 0.69 -1.05 -1.93
H: -1.33 3.47 0.18
H: -0.09 3.28 1.63
H: -0.31 1.35 -0.81
H: 1.57 1.77 1.49
H: 2.26 0.02 -0.77
H: 3.14 -0.17 2.25
H: 4.12 0.53 1.19
H: 3.88 -1.18 1.02
H: -0.43 0.21 2.46

Q: The lowest energy belongs to which entry?
A: C11H14N4O5S3SbV